No. 1
Molecular formula: C5H12O3
Method: DFT, wB97M-V/def2-TZVPD

```
20
Properties=species:S:1:pos:R:3:lowdin_charge:R:1
O -2.5394 -1.2356 -0.2199 -0.056
C -1.2636 -1.1416 0.3776 -0.239
H -1.3706 -0.8866 1.4444 0.126
H -3.0141 -1.9738 0.1739 0.090
O 1.4740 -1.3886 -0.1952 0.013
O 1.1991 0.2166 1.4306 0.022
H -0.5182 -0.2813 -1.4134 0.153
C -1.1100 1.3155 -0.0893 -0.045
H 2.8945 0.8298 -0.4426 0.089
H 0.7220 -0.4332 1.9586 0.099
H 1.5350 1.9481 -0.4368 0.083
C -0.4725 -0.0463 -0.3473 -0.277
C 1.0170 -0.0808 0.0674 -0.630
H -0.8769 1.6538 0.9181 0.087
H -0.7248 -2.0931 0.2883 0.122
H 1.7216 0.7914 -1.7747 0.095
H 2.4256 -1.4180 -0.0377 0.106
H -0.7567 2.0561 -0.8003 0.076
H -2.1871 1.2226 -0.1946 0.078
C 1.8452 0.9452 -0.7071 0.007
```

Its orbital gap is 11.1 eV. For the HOMO energy, the calculation gives -10.309 eV. As for the energy above the lowest of the compared OMol25 structures with the same formula, charge and spin: 0.593 eV. The calculation puts the total energy at -423.43203 Eh.

=====

No. 2
Molecular formula: C26H35O2Y
Method: DFT, wB97M-V/def2-TZVPD

```
64
Properties=species:S:1:pos:R:3:lowdin_charge:R:1
C 0.3063 3.6462 4.3734 -0.100
C 2.1334 -0.8452 0.7966 -0.175
H 0.9347 -1.3025 2.6034 0.116
C -2.2458 0.5395 -0.7618 -0.181
C -0.0461 -0.2811 -3.2254 -0.172
C -1.6601 0.8719 1.4195 -0.167
H -2.4338 0.7126 -1.8079 0.107
H -0.5097 -2.8437 0.9397 0.111
H 0.7054 1.0991 0.9051 -0.125
H -1.3996 0.9420 -4.3689 0.119
H -0.1853 0.1296 -5.3549 0.109
H -1.3260 1.3461 2.3252 0.113
C 1.7571 1.4844 3.3780 -0.069
C 1.0982 2.3386 2.4693 -0.312
C -0.3579 0.6224 -4.4009 -0.141
C 1.1059 -1.4392 1.5491 -0.174
H 1.2519 2.2555 -8.5024 0.113
C 0.3368 -0.3339 -9.3093 -0.567
C -2.3029 -0.7031 -0.1102 -0.182
C 1.6879 1.7044 4.7555 -0.099
O 0.5618 0.3236 -8.0142 -0.106
H 0.8567 1.2934 -10.7379 0.110
H 1.3841 2.3624 -2.1747 0.124
H 2.1973 1.0344 5.4371 0.094
H 0.6278 2.9014 0.4166 0.029
C 0.3752 3.4309 2.9884 -0.077
C 0.4982 1.9528 -2.6436 -0.142
C 0.1186 1.0355 -9.9826 -0.079
C 0.3357 -2.2366 0.6699 -0.206
H 0.2555 2.7126 -4.6604 0.120
C 1.1447 2.0904 0.9663 -0.119
C 0.9607 2.7835 5.2546 -0.125
C 0.3630 1.6279 -8.5992 -0.168
C 0.8652 -2.1029 -0.6282 -0.195
C -1.8365 1.5095 0.1694 -0.184
H -0.2582 4.4817 4.7643 0.091
H -2.5579 -1.6480 -0.5603 0.114
H 2.8502 -0.1351 1.1640 0.102
C 1.5742 -1.0797 -9.7470 -0.023
H -0.4857 2.1489 -8.1504 0.111
H 0.7977 -0.9408 -3.4345 0.129
H -1.9179 -1.2430 2.0133 0.115
H 1.5833 1.5702 -4.4630 0.124
O 0.3252 0.5990 -2.1423 -0.290
H -0.8874 -0.8879 -2.9001 0.117
C 0.5670 1.8057 -4.1473 -0.143
H -1.6409 2.5465 -0.0330 0.108
H -0.3612 2.5454 -2.3285 0.124
H -0.7152 -2.0471 -8.5514 0.086
H 2.5833 -0.8879 -1.3631 0.115
C 1.9838 -1.2386 -0.5407 -0.170
H -0.1463 4.1077 2.3259 0.097
H 1.7831 -1.9047 -9.0669 0.087
H 0.5075 -2.6053 -1.5104 0.110
H -0.8785 1.1896 -10.3871 0.110
C -1.9579 -0.4907 1.2456 -0.189
H 2.3312 0.6417 3.0508 0.077
C -0.8807 -1.2244 -9.2460 -0.023
H -1.1027 -1.6464 -10.2268 0.091
H 2.4398 -0.4200 -9.7550 0.088
H -1.7506 -0.6650 -8.9074 0.087
Y 0.0000 0.0000 0.0000 1.175
H 0.9052 2.9465 6.3230 0.087
H 1.4440 -1.4896 -10.7491 0.091
```

Its orbital gap is 6.2 eV. For the HOMO energy, the calculation gives -5.921 eV. As for the energy above the lowest of the compared OMol25 structures with the same formula, charge and spin: 3.895 eV. The calculation puts the total energy at -1200.35522 Eh.

=====

No. 3
Molecular formula: C30H60N3O10P
Method: DFT, wB97M-V/def2-TZVPD

```
104
Properties=species:S:1:pos:R:3:lowdin_charge:R:1
H 2.4069 -0.2212 -1.0331 0.106
C -0.5040 1.9465 2.9384 -0.262
C -2.8073 2.6873 0.5124 -0.252
C 3.3722 -1.3519 -5.2417 -0.228
C 3.8300 3.6109 0.3866 -0.105
H -10.6467 -0.1666 4.7525 0.118
H 3.6516 -3.0366 -7.4463 0.108
H -2.3413 3.4519 -0.1043 0.117
C -4.3263 2.7886 0.3766 -0.052
C 2.5616 -2.6240 -5.0204 -0.201
C 2.9804 -1.9180 0.1571 -0.251
H -4.7627 1.8089 0.2300 0.081
H 0.2586 0.7579 4.5747 0.085
H 2.4666 -2.7650 -3.9403 0.104
H 2.9328 3.2691 0.8675 0.109
H 2.1221 -3.9323 -7.4215 0.124
H 4.5263 0.4000 0.5415 0.132
C 5.9756 4.1634 0.1414 -0.097
H 3.3529 1.6719 2.8516 0.079
H -9.2900 1.4808 1.9386 0.072
N -8.7193 0.5696 4.6545 -0.052
O 4.6153 -1.3355 -4.5665 -0.183
H 5.4608 -7.0123 -6.5392 0.088
N 3.0806 -3.8721 -5.5692 -0.048
C 2.0572 -1.2276 -0.8287 -0.101
H -4.7363 3.1597 1.3121 0.059
C 0.5500 -1.1880 -0.4634 -0.175
O -6.6547 2.2014 3.2680 -0.207
H 6.6098 -1.4098 -4.9432 0.087
C 3.4543 -1.1843 1.3874 -0.240
H -8.8060 -1.5931 2.7621 0.111
H -0.5519 3.0170 3.1219 0.114
H 0.0490 -1.8711 -1.1397 0.115
C 3.1412 -3.9137 -7.0247 -0.217
O -2.3750 1.3883 0.0764 -0.199
H 5.9873 1.5625 3.4504 0.107
O 2.4012 -1.5416 2.3199 0.089
H -1.4628 1.5324 3.2224 0.104
H -8.9583 1.2978 3.9944 0.070
H -9.7719 0.6861 0.4403 0.087
H 3.8800 -2.1409 -0.4207 0.162
H -7.0074 -0.4383 5.2947 0.125
C 5.4491 1.7454 2.5209 -0.166
H -5.3918 1.1158 4.4422 0.122
H 3.5094 -1.1231 -6.3052 0.111
C 5.3502 4.3986 -1.0739 -0.100
H 4.0096 -4.0269 -5.2000 0.072
H 5.8128 -2.9804 -5.0261 0.073
O -0.2571 1.8147 1.5148 -0.220
H -9.4031 -1.3179 5.2102 0.117
H 2.8704 0.8014 0.8483 0.101
H 2.1620 -1.7696 -1.7636 0.099
O 1.5138 -3.5485 2.7163 0.205
H 5.5983 -1.8006 -6.3458 0.089
C -6.4371 1.4383 4.4508 -0.214
O -10.3109 -0.3290 2.1143 -0.179
H -6.5942 2.0483 5.3447 0.122
H 6.0780 1.3696 1.7190 0.112
O -1.5131 -0.4200 1.6310 -0.242
C 3.9868 4.0489 -0.9205 -0.096
H -4.6149 3.4796 -0.4059 0.070
C -9.6547 -0.5383 4.4844 -0.202
C 5.7138 -5.9905 -6.2417 -0.116
H 4.4507 3.5840 3.0107 0.123
H 2.7958 -0.5238 -4.8190 0.119
H 0.6715 0.9591 -0.7887 0.086
C 5.2800 3.2626 2.3910 -0.135
H -7.1470 -0.3328 3.5315 0.109
C 3.8803 -5.1426 -7.5054 -0.219
H 4.1462 0.2332 3.4008 0.116
C -9.7613 -1.1775 3.1042 -0.229
H 1.3205 2.1155 4.0823 0.068
H 4.3480 -1.6784 1.7742 0.169
C 4.1293 0.9584 2.5925 -0.165
H -8.4015 0.0446 1.3645 0.089
O 5.2670 -5.0527 -7.2016 -0.196
O 2.4543 -3.1015 0.7416 0.104
N 5.0455 3.6734 1.0183 -0.120
H -10.4529 -2.0197 3.1907 0.121
H -7.2585 3.9972 2.5487 0.085
P -1.1036 0.6932 0.7671 0.487
H -2.5366 2.8815 1.5439 0.094
H -8.2939 3.3611 3.8390 0.081
H -0.7218 0.2428 -1.5152 0.094
H 5.7849 4.7700 -1.9829 0.086
H 5.2925 -5.7937 -5.2498 0.080
C -9.3875 0.5093 1.4450 -0.101
H 6.7972 -5.9035 -6.1819 0.088
C 5.7010 -1.9189 -5.2643 -0.099
H 7.0081 4.3321 0.3803 0.110
H 0.3816 -1.5866 0.5297 0.091
C 2.0536 -2.8024 2.0055 -0.595
C -0.0883 0.1934 -0.6363 -0.192
C 3.7255 0.2786 1.2678 -0.125
H 3.7882 -5.2031 -8.5937 0.121
H 3.4435 -6.0503 -7.0802 0.122
H 6.2088 3.7149 2.7174 0.119
H 1.5503 -2.4684 -5.4092 0.120
H 3.2009 4.0974 -1.6503 0.085
C -7.2585 3.4597 3.4960 -0.118
C -7.3187 0.2101 4.4709 -0.215
H 1.1854 0.6700 3.1028 0.058
H -6.6943 4.0431 4.2300 0.088
C 0.6343 1.3470 3.7470 -0.048
```

Its orbital gap is 8.9 eV. For the HOMO energy, the calculation gives -8.375 eV. As for the energy above the lowest of the compared OMol25 structures with the same formula, charge and spin: 0.000 eV. The calculation puts the total energy at -2437.08417 Eh.